Record 1
ORCA calculation (ωB97M-V/def2-TZVPD) on a structure of composition C8H12N2O2Sn at a distorted geometry.

Positions of all 25 atoms, in Å:
C  -3.42  -0.19  -0.17
O  -2.29  -0.72  -0.99
C  -1.11  0.09  -0.65
C  0.31  -0.43  -1.30
C  -0.08  -1.77  -2.22
N  -0.28  -2.88  -2.89
C  1.42  -0.95  -0.21
C  0.75  -1.86  1.02
N  0.35  -2.53  2.05
C  2.42  0.21  0.38
C  1.73  1.69  0.59
O  2.44  2.32  1.75
H  -4.33  0.15  -0.86
H  -3.14  0.74  0.47
H  -3.76  -1.03  0.60
H  -1.01  0.25  0.53
H  -1.31  1.18  -1.11
H  0.75  0.35  -2.08
H  2.11  -1.72  -0.79
H  3.40  0.28  -0.26
H  2.76  -0.15  1.46
H  1.99  2.36  -0.34
H  0.60  1.67  0.89
H  1.69  2.69  2.34
Sn  -1.98  0.25  1.79

The HOMO energy is -17.10 eV. As for the HOMO-LUMO gap: 0.199 Ha. As for the total charge: +2. The calculation puts the total energy at -785.19666 hartree. For the strongest force on any atom, the calculation gives 12.68 eV/A.

---

Record 2
ORCA calculation (ωB97M-V/def2-TZVPD) on the molecule C6H7NO3 at a distorted geometry.

Positions of all 17 atoms, in Å:
C  2.11  0.23  -0.27
C  0.64  0.54  -0.02
C  0.03  1.65  0.16
C  -1.56  0.09  -0.34
C  -0.30  -0.68  -0.32
C  -2.95  -0.13  0.10
H  2.75  -0.41  1.56
H  2.00  -1.67  0.40
H  2.37  0.01  -1.41
H  2.84  1.06  -0.02
H  0.61  2.66  -0.19
H  -0.08  -1.64  -0.83
H  -2.89  -2.11  0.10
N  2.75  -0.78  0.61
O  -1.25  1.41  -0.04
O  -3.51  -1.28  0.07
O  -3.56  1.03  0.43

The HOMO energy is -9.46 eV. Its SMILES is NCc1coc(C(=O)O)c1. As for the HOMO-LUMO gap: 0.331 Ha. As for the total charge: 0. The calculation puts the total energy at -513.13130 hartree. For the strongest force on any atom, the calculation gives 9.21 eV/A.

---

Record 3
ORCA calculation (ωB97M-V/def2-TZVPD) on a structure of composition C4H4S2 at a distorted geometry.

Positions of all 10 atoms, in Å:
C  0.49  0.89  -0.53
C  -0.06  -0.11  0.53
C  -1.52  -0.53  0.58
C  1.48  0.08  -0.98
S  1.11  -1.37  0.04
S  -2.74  0.18  -0.31
H  0.15  1.83  -0.65
H  0.24  0.31  1.61
H  -1.61  -1.40  1.23
H  2.45  0.12  -1.51

The HOMO energy is -8.69 eV. As for the HOMO-LUMO gap: 0.298 Ha. As for the total charge: 0. The calculation puts the total energy at -951.09045 hartree. For the strongest force on any atom, the calculation gives 4.91 eV/A.

---

Record 4
ORCA calculation (ωB97M-V/def2-TZVPD) on a structure of composition C13H19ClN2O3W at a distorted geometry.

Positions of all 39 atoms, in Å:
Cl  -2.60  -2.62  0.93
C  1.17  -1.13  -1.23
C  0.96  0.16  -1.83
C  -0.34  0.21  -2.44
H  1.78  0.83  -2.08
C  -0.94  -1.13  -2.28
C  0.02  -1.96  -1.52
H  -0.11  -3.02  -1.21
H  2.16  -1.50  -1.01
H  -0.77  1.10  -2.94
C  -2.42  -1.36  -2.27
W  -0.91  -0.32  -0.29
C  -1.27  1.53  0.31
O  -1.30  2.60  0.80
C  -0.76  -1.38  1.49
O  -0.42  -1.69  2.57
H  -2.95  -0.38  -2.12
H  -2.68  -2.00  -1.38
H  -2.72  -1.85  -3.23
C  1.92  2.92  -0.05
N  2.61  2.65  1.18
C  3.36  3.76  1.69
C  2.54  1.40  1.70
O  1.88  0.52  1.07
N  3.16  1.08  2.89
C  4.15  1.74  3.75
C  2.85  -0.28  3.25
H  2.65  3.27  -0.77
H  1.19  3.71  0.12
H  1.44  2.01  -0.35
H  3.03  4.13  2.67
H  4.46  3.64  1.66
H  3.15  4.57  0.99
H  3.85  1.78  4.81
H  5.13  1.25  3.77
H  4.33  2.76  3.46
H  1.76  -0.31  3.44
H  3.08  -0.89  2.36
H  3.44  -0.56  4.14

The HOMO energy (spin up / spin down) is -14.46 / -14.38 eV. As for the HOMO-LUMO gap (spin up / spin down): 0.124 / 0.126 Ha. As for the spin multiplicity: 3. The expectation value of S² is 2.073. As for the total charge: +2. The calculation puts the total energy at -1368.45244 hartree. For the strongest force on any atom, the calculation gives 8.78 eV/A.